# 1
# C24H67N5O9

A cluster of 7 separate species, C24H67N5O9 in total (ωB97M-V/def2-TZVPD, OMol25).

```
! RIJCOSX wB97M-V def2-TZVPD def2/J DEFGRID3
* xyz 0 1
C 4.557 -3.244 -4.706
C 5.299 -4.135 -3.698
C 4.471 -4.339 -2.382
O 5.320 -4.737 -1.317
C 6.357 -3.765 -0.921
N 5.470 -5.392 -4.400
H 5.148 -2.841 -5.528
H 4.024 -2.421 -4.230
H 3.710 -3.803 -5.104
H 6.264 -3.686 -3.461
H 3.576 -4.941 -2.543
H 4.112 -3.361 -2.063
H 6.774 -4.218 -0.021
H 5.815 -2.831 -0.772
H 7.153 -3.532 -1.628
H 5.941 -6.014 -3.758
H 4.623 -5.896 -4.622
C -6.027 -1.088 -0.133
C -7.574 -1.101 -0.208
C -8.359 -0.896 1.145
O -9.801 -0.873 0.845
C -10.555 -0.752 2.009
N -7.935 -0.064 -1.195
H -5.753 -1.374 -1.149
H -5.556 -1.789 0.555
H -5.497 -0.156 0.061
H -7.977 -2.050 -0.560
H -8.026 0.073 1.517
H -8.232 -1.735 1.829
H -11.595 -0.711 1.686
H -10.442 0.265 2.385
H -10.412 -1.549 2.738
H -8.929 -0.164 -1.348
H -7.921 0.806 -0.681
C 1.985 -0.830 1.055
C 0.713 -0.005 0.741
C 0.338 -0.037 -0.758
O 1.287 0.675 -1.556
C 1.083 0.521 -2.974
N -0.350 -0.532 1.540
H 2.809 -0.641 0.368
H 1.710 -1.885 1.067
H 2.342 -0.520 2.037
H 0.913 1.010 1.086
H -0.635 0.430 -0.908
H 0.373 -1.065 -1.119
H 1.049 -0.452 -3.464
H 1.768 1.159 -3.532
H 0.121 1.003 -3.146
H 0.030 -0.628 2.471
H -0.518 -1.453 1.162
C -2.180 5.595 2.602
C -0.974 5.797 1.773
C -0.892 5.068 0.326
O -1.866 5.527 -0.624
C -1.502 5.036 -1.902
N -0.794 7.214 1.699
H -2.309 4.608 3.047
H -3.103 5.778 2.053
H -2.200 6.326 3.410
H -0.103 5.437 2.321
H -0.913 3.983 0.431
H 0.142 5.180 -0.002
H -2.286 5.283 -2.618
H -1.542 3.947 -1.874
H -0.514 5.399 -2.183
H -0.939 7.647 2.600
H -1.445 7.724 1.119
C 1.432 1.721 6.726
C 2.445 2.476 7.714
C 3.041 3.785 7.235
O 4.034 3.594 6.181
C 3.522 3.584 4.850
N 1.732 2.708 8.983
H 1.060 0.851 7.266
H 1.906 1.483 5.774
H 0.575 2.344 6.470
H 3.134 1.736 8.122
H 3.651 4.187 8.044
H 2.263 4.513 7.006
H 2.601 3.019 4.710
H 4.234 3.200 4.120
H 3.218 4.597 4.585
H 1.182 3.542 8.838
H 2.375 2.843 9.750
C -0.574 -7.530 1.717
C -0.099 -6.035 1.611
O -1.187 -5.035 1.543
O -1.304 -8.040 0.579
H -1.224 -7.639 2.586
H 0.295 -8.133 1.981
H 0.537 -5.908 0.735
H 0.463 -5.799 2.515
H -1.622 -5.180 0.700
H -1.532 -8.921 0.883
C 2.289 0.416 -8.959
C 2.414 1.379 -10.102
O 1.295 1.325 -10.961
O 3.331 0.490 -8.009
H 2.204 -0.640 -9.217
H 1.368 0.726 -8.466
H 3.349 1.191 -10.630
H 2.450 2.363 -9.634
H 1.343 0.480 -11.415
H 4.185 0.327 -8.416
*
```

Results
lowest unoccupied orbital energy: 0.4438 eV
total energy: -51845.5973 eV
SMILES: COC[C@H](C)N.COC[C@H](C)N.COC[C@H](C)N.COC[C@H](C)N.COC[C@H](C)N.OCCO.OCCO

# 2
# C24H35ClGdNO4P2

A structure of composition C24H35ClGdNO4P2 (ωB97M-V/def2-TZVPD, OMol25).

```
! RIJCOSX wB97M-V def2-TZVPD def2/J DEFGRID3
* xyz 2 8
C 1.049 0.793 -4.553
C -0.126 1.215 -3.748
H 1.972 0.782 -3.952
H 1.208 1.489 -5.400
H 0.909 -0.220 -4.961
O -1.246 0.544 -3.771
Cl -3.551 -1.514 -1.325
Gd -1.394 -0.434 -1.772
P -0.084 2.902 -3.058
C 1.150 3.019 -1.758
C 0.309 4.046 -4.382
H 0.025 5.062 -4.068
H -1.792 4.398 -2.362
H -0.261 3.787 -5.286
H -2.489 2.890 -3.045
H 2.066 2.468 -2.013
H 1.384 4.032 -4.613
C -1.702 3.300 -2.391
H 1.407 4.082 -1.626
H -1.817 2.896 -1.372
H 0.752 2.632 -0.809
P -0.047 -3.011 -1.926
C 1.597 -3.529 -1.329
C -1.092 -4.066 -0.841
H -0.928 -3.433 -4.139
H -0.416 -4.954 -3.345
H 0.808 -3.842 -4.055
C -0.150 -3.904 -3.522
H -2.141 -3.754 -0.929
H -0.983 -5.114 -1.149
H 1.680 -4.626 -1.358
H 1.755 -3.189 -0.296
H -0.786 -3.944 0.206
H 2.379 -3.093 -1.963
C 1.251 -0.395 -1.298
O 2.316 -0.310 -0.856
C 3.194 1.280 2.650
C 2.426 -0.013 2.648
C 2.981 -1.138 2.040
C 2.312 -2.365 2.038
C 1.029 -2.437 2.562
C 0.427 -1.281 3.073
N -0.916 -1.364 3.418
C -1.893 -0.379 3.305
C -2.829 -0.245 4.342
C -3.591 0.913 4.447
C -3.475 1.925 3.487
C -2.664 1.735 2.366
C -1.921 0.558 2.236
C -1.366 0.224 0.912
O -1.498 1.103 -0.036
O -0.876 -0.920 0.633
C 1.162 -0.092 3.245
C 0.624 1.069 4.018
H 2.611 2.104 2.217
H 3.485 1.583 3.665
H 4.110 1.173 2.062
H 3.971 -1.049 1.587
H 2.788 -3.254 1.627
H 0.450 -3.362 2.535
H -1.240 -2.256 3.781
H -2.893 -1.040 5.089
H -4.264 1.026 5.298
H -4.034 2.855 3.586
H -2.606 2.474 1.567
H 0.151 1.806 3.355
H -0.109 0.770 4.774
H 1.437 1.587 4.540
*
```

Results
lowest unoccupied orbital energy (alpha / beta): -5.5381 / -8.6529 eV
total energy: -87056.6321 eV

# 3
# C5H17O2PPt

A structure of composition C5H17O2PPt (ωB97M-V/def2-TZVPD, OMol25).

```
! RIJCOSX wB97M-V def2-TZVPD def2/J DEFGRID3
* xyz 0 3
Pt -0.149 0.143 -0.204
H 0.848 0.198 1.331
H 0.631 0.998 1.242
P -1.264 2.064 -0.579
C -0.547 2.963 -1.981
H -1.191 3.828 -2.186
H 0.467 3.301 -1.724
H -0.505 2.306 -2.860
C -2.964 1.644 -1.050
H -3.445 1.128 -0.208
H -3.490 2.576 -1.291
H -2.932 0.971 -1.918
C -1.379 3.237 0.793
H -0.376 3.601 1.057
H -2.005 4.076 0.456
H -1.843 2.749 1.662
C 1.391 0.438 -1.262
O 2.357 0.463 -1.896
H -1.325 -0.299 0.849
H -1.042 -0.561 -1.379
C 1.307 -2.448 1.002
O 0.862 -2.010 -0.295
H 1.629 -3.494 0.915
H 0.545 -2.303 1.777
H 2.152 -1.815 1.265
H 0.156 -2.566 -0.633
*
```

Results
lowest unoccupied orbital energy (alpha / beta): 0.6526 / 0.1902 eV
total energy: -22086.2996 eV

# 4
# C2H3N3O2

A structure of composition C2H3N3O2 (ωB97M-V/def2-TZVPD, OMol25).

```
! RIJCOSX wB97M-V def2-TZVPD def2/J DEFGRID3
* xyz 0 1
C 0.968 -0.172 0.019
C -1.077 -0.182 0.022
H 2.745 0.150 0.115
H -2.480 -1.483 0.309
H -1.278 1.692 0.546
N 0.009 -1.048 0.010
N -2.355 -0.477 -0.029
N -0.709 1.191 -0.223
O 2.172 -0.590 -0.064
O 0.710 1.103 0.124
*
```

Results
lowest unoccupied orbital energy: 0.2273 eV
total energy: -10685.5731 eV